[1]
ORCA calculation (ωB97M-V/def2-TZVPD) on 3 unconnected molecules or ions with the total composition C16H34O11P2.

Structure (XYZ):
```
63
Properties=species:S:1:pos:R:3:lowdin_charge:R:1
C -1.3772 2.0974 -3.6660 -0.0721
C -2.1411 1.5811 -4.8716 -0.2848
O -3.4348 2.1709 -4.9627 -0.2250
P -3.5764 3.7238 -5.5074 0.6603
O -2.8342 3.6120 -6.8118 -0.2154
O -5.1100 3.7051 -6.1308 -0.2396
C -5.3700 4.2539 -7.4245 -0.2931
C -5.5020 3.1453 -8.4502 -0.0779
O -4.1964 4.2686 -4.0722 -0.2368
C -5.2420 3.5675 -3.3892 -0.2693
C -4.7010 2.8342 -2.1766 -0.0742
H -1.3240 3.1897 -3.6691 0.0801
H -0.3630 1.6948 -3.6537 0.0846
H -1.8712 1.8018 -2.7417 0.0447
H -1.5707 1.7505 -5.7875 0.1045
H -2.2858 0.5023 -4.7838 0.1188
H -4.5976 4.9678 -7.7099 0.1022
H -6.3101 4.8069 -7.3600 0.1148
H -4.6618 2.4519 -8.4024 0.0733
H -5.5605 3.5528 -9.4603 0.0755
H -6.4022 2.5569 -8.2590 0.0742
H -5.7800 2.8832 -4.0412 0.1125
H -5.9515 4.3293 -3.0594 0.1220
H -4.2262 1.8973 -2.4694 0.0610
H -5.5104 2.5846 -1.4869 0.0781
H -3.9510 3.4298 -1.6543 0.0843
C 5.7457 -5.6128 3.6223 -0.0771
C 4.4436 -5.3434 4.3561 -0.2923
O 4.4330 -4.0514 4.9535 -0.2336
P 4.1941 -2.7194 3.9949 0.6807
O 2.8868 -3.1409 3.3715 -0.2129
O 3.5329 -1.6682 5.0910 -0.2417
C 2.3573 -0.9231 4.7593 -0.2870
C 1.1376 -1.5467 5.4090 -0.0739
O 5.6845 -2.1089 4.3962 -0.2468
C 6.1430 -2.0646 5.7539 -0.2701
C 7.1897 -3.1307 6.0100 -0.0744
H 5.9562 -4.8284 2.8900 0.0733
H 5.7030 -6.5740 3.1077 0.0779
H 6.5837 -5.6366 4.3197 0.0669
H 3.5936 -5.4655 3.6812 0.1037
H 4.3165 -6.0697 5.1612 0.1194
H 2.2345 -0.8445 3.6794 0.0829
H 2.4972 0.0911 5.1408 0.1171
H 1.0783 -2.6170 5.2081 0.0725
H 0.2212 -1.0739 5.0528 0.0729
H 1.1876 -1.4364 6.4946 0.0746
H 5.3297 -2.1477 6.4707 0.1124
H 6.5961 -1.0801 5.8873 0.1225
H 6.7225 -4.1022 6.1715 0.0614
H 7.7648 -2.8962 6.9078 0.0786
H 7.8684 -3.2321 5.1622 0.0813
C 1.7535 -0.1355 0.6671 0.1337
C 0.7364 0.3395 1.0573 -0.1895
O -0.5042 0.7451 1.3711 0.0640
C -1.0643 1.2172 0.1505 -0.5342
O -0.6392 2.2086 -0.3268 0.1980
O -2.0305 0.5121 -0.4612 0.0072
C -2.8885 -0.1995 0.4532 -0.0304
H 2.4952 -0.5844 0.0244 0.0519
H -3.4566 -0.9233 -0.1590 0.1030
H -2.3393 -0.7792 1.2123 0.0998
H -3.6129 0.4632 0.9597 0.1055
```

E_tot: -2140.2654 Ha
2S+1: 1
SMILES: CCOP(=O)(OCC)OCC.CCOP(=O)(OCC)OCC.C#COC(=O)OC

[2]
ORCA calculation (ωB97M-V/def2-TZVPD) on a molecular structure, C16H21AsSc.

Structure (XYZ):
```
39
Properties=species:S:1:pos:R:3:lowdin_charge:R:1
Sc 1.9448 -1.6161 0.9121 1.1194
C 3.6058 1.6700 0.2379 0.0031
C 3.6638 0.3619 0.9722 -0.2990
C 4.3049 -0.7550 0.4121 -0.0545
C 4.4501 -1.9481 1.1378 -0.0779
C 3.9640 -2.0344 2.4486 -0.0791
C 3.3041 -0.9406 3.0132 -0.0668
C 3.1177 0.2338 2.2666 -0.0569
H 4.4957 2.2468 0.5031 0.1257
H 2.7385 2.2599 0.5306 0.0944
H 3.6167 1.5321 -0.8421 0.1005
H 4.7157 -0.6872 -0.5891 0.1506
H 4.9661 -2.7901 0.6923 0.1465
H 4.1005 -2.9429 3.0229 0.1474
H 2.9273 -0.9995 4.0275 0.1465
H 2.6202 1.0818 2.7223 0.1458
C -2.1518 -1.9020 0.6273 -0.2663
As -0.6242 -1.0800 -0.2344 1.1020
C -0.9029 -1.5176 -2.0967 -0.2682
C -1.0844 0.8825 -0.1281 -0.2757
C -2.3961 1.1995 -0.7172 -0.2104
C -3.5768 1.1922 0.0971 0.0089
C -4.7866 1.5080 -0.4353 0.0300
C -4.8725 1.8537 -1.8180 0.1126
C -3.7085 1.8704 -2.6438 0.0288
C -2.5033 1.5495 -2.1037 0.0095
H -3.0712 -1.5766 0.1469 0.0442
H -2.1750 -1.6639 1.6890 0.0477
H -2.0609 -2.9814 0.5060 0.0519
H -1.9067 -1.2406 -2.4099 0.0466
H -0.7934 -2.5980 -2.1950 0.0517
H -0.1576 -1.0317 -2.7233 0.0468
H -0.2827 1.4079 -0.6466 0.0899
H -1.0630 1.1180 0.9365 0.0932
H -3.4835 0.9625 1.1514 0.1375
H -5.6879 1.5198 0.1632 0.1438
H -5.8335 2.1189 -2.2429 0.1489
H -3.8089 2.1544 -3.6830 0.1436
H -1.6045 1.5823 -2.7072 0.1373
```

Charge: +3
2S+1: 1
ΔE to the lowest compared entry with this formula, charge and spin: 0.000 eV

[3]
ORCA calculation (ωB97M-V/def2-TZVPD) on a molecular structure, C31H43N5O2P2PtS3.

Structure (XYZ):
```
87
Properties=species:S:1:pos:R:3:lowdin_spin:R:1
Pt -0.0705 0.4317 -1.2266 1.1306
C -2.9113 -4.0070 -1.9884 0.0007
N -3.0057 -3.2599 -0.6611 0.0000
C -4.3486 -2.5283 -0.6182 0.0004
N -4.5222 -1.7144 -1.7563 0.0063
C -4.4308 -2.4963 -2.9772 0.0008
N -3.1286 -3.1374 -3.0800 0.0099
C -2.0500 -2.1974 -3.3069 0.0169
P -1.8766 -0.9993 -1.8886 0.0657
C -1.8932 -2.2997 -0.5297 -0.0026
C -3.6792 -0.5378 -1.7710 0.0095
H -3.6721 -4.7926 -1.9804 0.0002
H -1.9188 -4.4622 -2.0450 0.0000
H -2.9688 -3.9320 0.1106 -0.0001
H -4.3707 -1.9271 0.2945 0.0001
H -5.1341 -3.2878 -0.5763 0.0002
H -4.5958 -1.8538 -3.8419 0.0000
H -5.2057 -3.2678 -2.9635 0.0002
H -2.2506 -1.6388 -4.2238 0.0007
H -1.1103 -2.7381 -3.4452 0.0001
H -1.9686 -1.7809 0.4326 -0.0008
H -0.9341 -2.8291 -0.5563 -0.0004
H -3.9405 0.0850 -2.6290 0.0006
H -3.8517 0.0520 -0.8674 -0.0001
C -2.9724 4.0195 -2.6445 0.0021
C -2.1658 3.0774 -1.7683 0.0028
O -1.6341 1.9800 -2.5140 0.0735
H -3.3480 4.8378 -2.0388 0.0007
H -3.8130 3.5024 -3.0964 0.0001
H -2.3501 4.4383 -3.4319 0.0001
H -2.7938 2.6270 -0.9950 0.0000
H -1.3473 3.6193 -1.2814 0.0004
H -1.1483 2.3484 -3.2660 0.0018
C -2.4231 1.8803 6.0456 0.0003
C -2.8975 1.4205 4.6731 0.0007
C -2.2207 2.1805 3.5269 0.0081
N -0.9059 1.6581 3.2283 0.0096
C -0.5706 1.0169 2.1257 0.0224
S -1.6766 0.8120 0.8559 0.1584
N 0.6729 0.5086 1.9566 -0.0005
C 1.6795 0.2433 2.9164 0.0004
O 2.8223 0.2019 2.5584 0.0000
C 1.1561 -0.0490 4.2700 0.0000
C 0.0845 -0.9364 4.4051 -0.0001
C -0.4131 -1.2324 5.6586 0.0000
C 0.1508 -0.6453 6.7810 0.0000
C 1.2323 0.2107 6.6547 0.0000
C 1.7498 0.5005 5.4041 0.0000
H -2.9897 1.3812 6.8268 0.0001
H -2.5757 2.9499 6.1591 0.0000
H -1.3708 1.6566 6.2022 0.0000
H -3.9698 1.5933 4.5984 0.0000
H -2.7221 0.3488 4.5606 0.0001
H -2.1122 3.2299 3.8106 0.0002
H -2.8165 2.1184 2.6145 0.0056
H -0.2223 1.7052 3.9770 0.0005
H 0.9484 0.3562 0.9743 -0.0029
H -0.3233 -1.4115 3.5233 0.0000
H -1.2319 -1.9258 5.7716 0.0000
H -0.2608 -0.8516 7.7550 0.0000
H 1.6764 0.6382 7.5386 0.0000
H 2.6027 1.1522 5.2980 0.0000
S 1.8184 -1.3298 -1.1736 0.2529
P 2.9037 0.2467 -1.8717 0.0224
S 1.8259 1.9216 -1.4276 0.1768
C 4.5671 0.2939 -1.1498 0.0034
C 4.7982 0.9450 0.0565 0.0041
C 6.0697 0.9329 0.6028 -0.0001
C 7.1024 0.2703 -0.0420 0.0025
C 6.8672 -0.3765 -1.2456 -0.0004
C 5.6036 -0.3635 -1.8058 0.0027
C 3.1681 0.1366 -3.6744 0.0048
C 2.8356 -1.0144 -4.3763 0.0015
C 3.2037 -1.1369 -5.7060 0.0007
C 3.8886 -0.1104 -6.3346 -0.0004
C 4.1779 1.0570 -5.6441 0.0005
C 3.8220 1.1869 -4.3135 0.0011
H 3.9953 1.4641 0.5596 0.0016
H 6.2575 1.4431 1.5342 -0.0001
H 8.0941 0.2652 0.3836 0.0002
H 7.6664 -0.8915 -1.7565 -0.0001
H 5.4290 -0.8498 -2.7553 0.0000
H 2.3102 -1.8191 -3.8804 0.0014
H 2.9731 -2.0465 -6.2410 0.0001
H 4.2051 -0.2216 -7.3599 0.0000
H 4.6984 1.8586 -6.1436 0.0000
H 4.0559 2.0918 -3.7697 0.0011
```

E_tot: -3627.4950 Ha
Charge: +2
2S+1: 3